The following is a DFT calculation (the ωB97M-V functional and the def2-TZVPD basis) of 3 unconnected molecules or ions with the total composition C3H12N2O3 in a non-equilibrium geometry.

Geometry as XYZ:
```
20
Properties=species:S:1:pos:R:3:forces:R:3:mulliken_charge:R:1
N -0.368 2.385 0.938 -0.623 -1.230 -4.028 -0.504
C 0.176 1.217 0.171 -2.581 0.499 1.195 0.392
C 0.757 1.542 -1.145 1.596 0.011 -2.217 -1.222
C -1.051 0.203 -0.012 2.039 1.681 0.258 0.297
N -1.900 0.544 -1.007 -1.717 -1.888 -0.622 -0.346
O -1.183 -0.780 0.683 0.009 -0.467 -0.181 -0.608
H -1.340 2.665 0.767 0.978 -0.411 0.543 0.225
H 0.047 2.510 1.774 0.875 0.669 3.306 0.184
H 0.974 0.653 0.696 -0.771 0.541 0.330 0.241
H 0.256 2.100 -1.934 -1.216 0.192 0.542 0.273
H 0.741 0.494 -1.579 1.476 1.148 -0.225 0.312
H 1.714 2.197 -1.138 -0.947 -1.933 0.412 0.297
H -2.539 -0.234 -1.263 0.405 1.137 0.372 0.273
H -2.009 1.394 -1.538 0.671 -0.048 0.295 0.201
H 2.002 -3.187 -0.970 -0.819 0.710 0.387 0.315
H 0.441 -2.800 -0.506 1.145 0.200 -0.254 0.329
O 1.095 -3.466 -0.777 -0.428 -0.850 -0.082 -0.648
H 0.532 -3.236 2.133 0.794 0.975 0.808 0.325
H 0.666 -1.708 2.089 0.407 -1.195 0.986 0.335
O 0.989 -2.495 2.619 -1.292 0.258 -1.823 -0.675
```
Forces are in eV/Å.

Its orbital gap is 9.76 eV. As for the HOMO energy: -9.2629 eV. Its energy is -456.70439 hartree. Its energy above the lowest of the compared OMol25 structures with the same formula, charge and spin is 41.3 kcal/mol. For the LUMO energy, the calculation gives 0.0183 hartree. As for the spin multiplicity: 1. As for the SMILES: C[C@@H](N)C(N)=O.O.O.